A single C16H17ClN2S molecule, computed with wB97M-V/def2-TZVPD.

Summary:
* F_max: 0.115 hartree/bohr
* charge: 0
* energy: -1587.643073 a.u.
* SMILES: CN(C)c1cccc2c1N=C1C=C[C@@H](CCCl)C=C1S2
* HOMO: -7.53 eV

XYZ file:
```
37
Properties=species:S:1:pos:R:3:nbo_charge:R:1
C -1.7753 -2.8860 -2.4003 -0.398
N -2.2264 -1.5058 -2.0033 -0.518
C -2.4712 -0.4019 -2.9468 -0.373
C -2.4878 -1.3366 -0.6379 0.242
C -3.8200 -1.4609 -0.1973 -0.254
C -4.1080 -1.0886 1.1145 -0.194
C -3.1201 -0.6713 1.9754 -0.251
C -1.7904 -0.4905 1.4807 -0.148
C -1.4406 -0.9803 0.1515 0.039
N -0.1333 -0.8737 -0.4590 -0.403
C 0.7668 -0.0689 0.0940 0.215
C 1.9447 0.0542 -0.8352 -0.208
C 3.1276 0.4877 -0.3174 -0.161
C 3.3043 0.7908 1.2378 -0.296
C 4.0595 2.1912 1.4190 -0.407
C 3.2626 3.4472 1.0190 -0.342
Cl 2.3410 3.9693 2.5126 -0.091
C 2.1337 0.8068 2.0719 -0.162
C 0.9380 0.3596 1.5414 -0.187
S -0.5942 0.2671 2.5507 0.309
H -2.2589 -3.7248 -1.9045 0.189
H -0.7590 -3.0846 -2.1905 0.184
H -1.8725 -3.1062 -3.4881 0.195
H -3.4799 -0.2694 -2.9923 0.175
H -1.9970 0.5514 -2.4503 0.188
H -2.1262 -0.6528 -3.9870 0.206
H -4.6145 -1.9991 -0.7267 0.225
H -5.1314 -1.2280 1.4114 0.213
H -3.2206 -0.5684 3.0634 0.223
H 1.8718 -0.2471 -1.9257 0.243
H 3.9418 0.8061 -1.0159 0.215
H 3.8557 -0.0513 1.6698 0.244
H 4.3217 2.3743 2.4836 0.225
H 4.9455 2.2821 0.8017 0.213
H 2.5590 3.1504 0.2413 0.215
H 3.8158 4.1868 0.5565 0.213
H 2.2377 0.9707 3.0820 0.223
```

***

A molecular structure, C16H17ClN3O3PdS3, computed with wB97M-V/def2-TZVPD.

Summary:
* 2S+1: 5
* F_max: 0.063 hartree/bohr
* charge: +1
* energy: -2792.076870 a.u.
* HOMO (spin up / spin down): -11.76 / -11.75 eV

XYZ file:
```
44
Properties=species:S:1:pos:R:3:nbo_charge:R:1
Pd -1.7290 0.0040 0.2960 1.068
C -6.2283 3.1567 1.8744 -0.761
S -6.1841 1.8611 0.6078 0.391
C -4.4640 1.5700 0.3563 -0.155
S -4.0168 -0.0505 -0.1704 0.347
N -3.6005 2.4083 0.8903 -0.265
N -2.2967 1.8884 0.9055 -0.345
C -1.4716 2.5368 1.6226 0.172
C 0.0227 2.2338 1.5437 0.095
C 0.9833 2.9549 2.1259 -0.180
C 2.3277 2.7049 1.7448 -0.155
C 2.6470 1.7613 0.8299 -0.212
C 1.5621 0.8529 0.5288 0.102
N 0.3439 1.0881 0.8870 -0.489
H -7.2511 3.4426 2.0925 0.261
H -5.6167 4.0588 1.7087 0.253
H -5.9061 2.7499 2.8247 0.234
H -1.8369 3.4019 2.2403 0.229
H 0.7803 3.7857 2.8392 0.247
H 3.0036 3.4620 2.1256 0.241
H 3.6487 1.7385 0.4122 0.253
H 1.8912 -0.1173 0.1418 0.227
C 4.8695 -2.7305 -2.0203 -0.648
C 3.4138 -2.5760 -2.0791 -0.002
C 2.5619 -3.0330 -1.0909 -0.210
C 1.1954 -2.6861 -1.0788 -0.237
C 0.6649 -1.9231 -2.1153 -0.265
C 1.4945 -1.5460 -3.1584 -0.210
C 2.8278 -1.8410 -3.1152 -0.192
S -1.0891 -1.4862 -2.1450 2.352
O -1.5608 -1.8497 -3.4688 -0.885
O -1.2108 0.0213 -1.9868 -0.935
O -1.6332 -2.0284 -0.9079 -0.999
H 5.2720 -3.5512 -2.7109 0.243
H 5.2384 -3.1394 -1.0908 0.227
H 5.3479 -1.7507 -2.2478 0.231
H 2.9792 -3.6153 -0.3083 0.214
H 0.5971 -3.1228 -0.2918 0.227
H 0.9829 -1.0997 -3.9671 0.242
H 3.4837 -1.5182 -3.9244 0.222
Cl -1.3914 -0.9398 3.0358 -0.070
C -0.3255 -2.2278 2.2928 -0.297
H -0.9030 -3.1323 1.9001 0.242
H 0.5759 -1.7172 2.0511 0.194
```

***

2 unconnected molecules or ions with the total composition C16H17ClO2, computed with wB97M-V/def2-TZVPD.

Summary:
* F_max: 0.027 hartree/bohr
* charge: 0
* energy: -1230.452826 a.u.
* HOMO: -6.58 eV

XYZ file:
```
36
Properties=species:S:1:pos:R:3:nbo_charge:R:1
C 1.8255 2.2584 2.6117 -0.694
C 1.0270 0.9725 2.5435 0.489
C -0.2409 1.1465 1.9045 -0.605
C -1.2611 0.1517 1.7735 0.498
C -2.5582 0.7298 1.2440 -0.695
O -1.1541 -1.0502 2.0397 -0.667
O 1.4765 -0.0799 3.0118 -0.663
H 1.3115 3.0854 2.1138 0.201
H 1.9858 2.5355 3.6598 0.226
H 2.8001 2.1105 2.1373 0.196
H -0.4809 2.1493 1.5509 0.181
H -2.4511 1.7837 0.9679 0.200
H -2.8739 0.1670 0.3630 0.198
H -3.3387 0.6542 2.0112 0.227
Cl -4.4909 -0.1379 -3.3241 0.062
C -2.9258 -0.3905 -2.6783 0.011
C -2.5992 -1.6285 -2.1056 -0.245
C -1.3481 -1.8155 -1.5359 -0.100
C -0.3920 -0.7673 -1.5216 -0.091
C 0.8679 -0.9421 -0.8685 0.303
C 2.0068 0.0114 -0.9892 -0.495
C 3.1527 -0.6291 -0.1222 -0.476
C 2.5593 -1.9296 0.3350 0.109
C 1.2467 -2.0510 -0.0827 -0.286
C -0.7214 0.4575 -2.1669 -0.125
C -1.9806 0.6460 -2.7221 -0.235
H -3.3273 -2.4326 -2.1069 0.242
H -1.0866 -2.7685 -1.0732 0.228
H 2.3347 0.1178 -2.0354 0.247
H 1.7355 1.0174 -0.6403 0.280
H 4.0608 -0.7482 -0.7267 0.241
H 3.3885 0.0255 0.7305 0.282
H 3.1062 -2.6407 0.9472 0.236
H 0.5595 -2.8598 0.1525 0.253
H 0.0230 1.2601 -2.2059 0.228
H -2.2373 1.5913 -3.1922 0.239
```

***

A molecular structure, C16H17FeN4O4S3, computed with wB97M-V/def2-TZVPD.

Summary:
* 2S+1: 2
* F_max: 0.018 hartree/bohr
* charge: 0
* energy: -3598.045564 a.u.
* HOMO (spin up / spin down): -7.66 / -7.80 eV

XYZ file:
```
45
Properties=species:S:1:pos:R:3:nbo_charge:R:1
Fe 0.9833 0.4298 -0.4688 0.907
C 0.5633 1.1409 3.7140 -0.272
C 0.0118 -0.0599 4.1472 -0.134
C -0.4344 -0.9764 3.2166 -0.246
C -0.3044 -0.6693 1.8679 0.210
N 0.2385 0.4792 1.4533 -0.456
C 0.6672 1.3666 2.3583 0.089
C -0.6618 -1.5351 0.7554 -0.095
C -1.5821 -2.5786 0.8326 -0.208
C -1.8567 -3.3324 -0.2935 -0.237
C -1.1966 -3.0484 -1.4851 -0.185
C -0.2890 -1.9958 -1.5660 -0.252
C -0.0342 -1.2172 -0.4413 -0.100
H 0.9249 1.8821 4.4126 0.232
H -0.0538 -0.2828 5.2047 0.224
H -0.8461 -1.9292 3.5199 0.228
H 1.0863 2.2804 1.9595 0.231
H -2.0865 -2.7933 1.7688 0.207
H -2.5746 -4.1416 -0.2443 0.216
H -1.3942 -3.6468 -2.3670 0.215
H 0.1987 -1.7959 -2.5053 0.225
O 1.6255 0.6410 -4.1370 -0.361
N 1.2701 0.5833 -2.9910 0.734
O 2.1111 0.5412 -2.0130 -0.516
O 0.0763 0.5338 -2.6141 -0.531
S -0.3031 2.6730 -0.4594 -0.269
C -1.7883 1.8362 -0.4996 0.360
N -2.3112 1.1953 -1.5390 -0.580
C -3.5762 0.5361 -1.2267 -0.225
C -3.7378 0.8214 0.2830 -0.225
N -2.6389 1.7548 0.5355 -0.590
H -1.7523 1.0143 -2.3595 0.459
H -3.5222 -0.5307 -1.4372 0.221
H -4.3860 0.9712 -1.8113 0.203
H -3.6178 -0.0861 0.8758 0.205
H -4.6994 1.2721 0.5167 0.208
H -2.3424 2.0445 1.4506 0.424
C 5.3563 1.6421 -1.5578 -0.264
O 4.2858 1.2711 -0.6799 -0.507
C 4.0838 -0.0260 -0.4610 0.045
S 4.9587 -1.2399 -1.0849 -0.075
S 2.7177 -0.2503 0.6730 -0.112
H 5.3551 2.7277 -1.5588 0.194
H 5.1750 1.2489 -2.5569 0.205
H 6.3006 1.2487 -1.1867 0.198
```

***

2 unconnected molecules or ions with the total composition C16H17N, computed with wB97M-V/def2-TZVPD.

Summary:
* F_max: 0.030 hartree/bohr
* charge: 0
* energy: -674.643564 a.u.
* SMILES: Cc1c[nH]c2ccccc12.Cc1ccccc1
* HOMO: -7.77 eV

XYZ file:
```
34
Properties=species:S:1:pos:R:3:nbo_charge:R:1
C 1.6707 2.3124 2.1955 -0.630
C 1.4482 1.9033 0.7765 -0.112
C 0.5753 2.4666 -0.0964 -0.022
N 0.4192 1.6896 -1.2170 -0.537
C 1.1700 0.5516 -1.0501 0.126
C 1.2665 -0.5479 -1.8716 -0.236
C 2.0095 -1.6196 -1.3988 -0.222
C 2.6269 -1.5512 -0.1593 -0.237
C 2.6304 -0.4063 0.6195 -0.221
C 1.8688 0.6671 0.1620 -0.034
H 0.9679 3.0677 2.5333 0.219
H 2.6741 2.7384 2.3552 0.214
H 1.7114 1.4204 2.8256 0.219
H 0.0808 3.4129 0.0735 0.210
H -0.3620 1.6358 -1.8487 0.416
H 0.7703 -0.6526 -2.8286 0.218
H 2.1976 -2.5315 -1.9628 0.214
H 3.1949 -2.3873 0.2535 0.207
H 3.2585 -0.3582 1.4932 0.212
C -1.5082 0.1867 1.8749 -0.638
C -1.9219 -0.5051 0.6028 -0.003
C -1.4488 -1.7775 0.2920 -0.216
C -1.6358 -2.3381 -0.9658 -0.184
C -2.5152 -1.7278 -1.8507 -0.237
C -3.0376 -0.4764 -1.5515 -0.212
C -2.7415 0.1301 -0.3239 -0.231
H -0.6930 -0.3715 2.3452 0.215
H -2.2541 0.2538 2.6640 0.220
H -1.1189 1.1694 1.6366 0.226
H -0.7161 -2.2533 0.9371 0.213
H -1.0478 -3.1864 -1.2739 0.215
H -2.6332 -2.1093 -2.8556 0.210
H -3.6739 0.1009 -2.2019 0.209
H -3.2331 1.0934 -0.1840 0.209
```

***

2 unconnected molecules or ions with the total composition C16H17N, computed with wB97M-V/def2-TZVPD.

Summary:
* F_max: 0.032 hartree/bohr
* charge: 0
* energy: -674.629616 a.u.
* SMILES: Cc1c[nH]c2ccccc12.Cc1ccccc1
* HOMO: -7.71 eV

XYZ file:
```
34
Properties=species:S:1:pos:R:3:nbo_charge:R:1
C 0.7410 -0.2875 -2.3093 -0.639
C 1.2861 -1.4462 -1.5508 -0.090
C 1.5377 -2.6967 -2.0443 -0.028
N 1.9916 -3.5123 -1.0337 -0.539
C 2.0751 -2.7959 0.1325 0.204
C 2.3958 -3.2077 1.4231 -0.271
C 2.2437 -2.2975 2.4408 -0.212
C 1.5920 -1.0657 2.2138 -0.243
C 1.3897 -0.6382 0.9246 -0.188
C 1.5952 -1.5011 -0.1626 -0.114
H 0.0076 -0.3525 -3.1156 0.222
H 1.5552 0.2730 -2.7828 0.215
H 0.2869 0.3930 -1.5846 0.222
H 1.3582 -3.1756 -2.9910 0.208
H 2.1608 -4.5011 -1.0830 0.407
H 2.8983 -4.1456 1.6219 0.212
H 2.3907 -2.6024 3.4714 0.210
H 1.3552 -0.3871 3.0258 0.212
H 1.1436 0.3817 0.6515 0.212
C -2.7302 2.9088 2.4144 -0.631
C -2.4487 2.7309 0.9531 -0.014
C -2.8764 1.6187 0.2403 -0.218
C -2.6855 1.5135 -1.1342 -0.195
C -2.0842 2.5704 -1.7958 -0.233
C -1.6301 3.6901 -1.1067 -0.208
C -1.7233 3.7091 0.2711 -0.210
H -2.9403 3.9494 2.6396 0.217
H -1.8198 2.7099 2.9857 0.220
H -3.5109 2.2677 2.8204 0.220
H -3.3308 0.7909 0.7751 0.207
H -2.9992 0.5921 -1.6043 0.214
H -1.8211 2.4202 -2.8304 0.210
H -1.4290 4.5892 -1.6759 0.216
H -1.4165 4.5644 0.8664 0.205
```

***

What is the charge in the third record? 0

***

Which formula does entry 3 have? C16H17ClO2